No. 1
A cluster of 3 separate species, C4H13NO3 in total in a non-equilibrium geometry. Source: OMol25; level of theory: ωB97M-V with the def2-TZVPD basis set.

The geometry in XYZ format:
```
21
Properties=species:S:1:pos:R:3:forces:R:3:nbo_charge:R:1
C -1.227218 -0.497773 1.604244 1.8751 0.6357 -3.6227 -0.4338
N 0.245803 -0.817826 1.201444 -1.9045 -2.3499 0.5965 -0.6392
C 0.269894 -1.982256 0.198177 0.7887 0.8794 1.3393 -0.2255
C 0.066875 -1.535428 -1.300624 0.1691 0.4434 1.0393 -0.5469
C -0.175131 -2.886693 -1.945958 -3.0891 0.5021 -1.2265 0.4571
O 0.503005 -3.852510 -1.790306 0.7025 -0.2059 -0.0935 -0.5143
H -1.768607 -0.199712 0.626571 0.8516 -0.1495 1.5779 0.1857
H -1.061726 0.357940 2.212150 -0.7992 0.5993 0.8241 0.2105
H -1.802278 -1.306766 1.988265 -0.1325 -0.7096 0.8169 0.1867
H 0.643010 -1.289648 2.067595 -0.4456 1.0894 -1.2894 0.3558
H -0.477499 -2.818925 0.519538 1.3601 1.3448 -0.6728 0.1831
H 1.353195 -2.303026 0.299390 -1.5357 -0.3618 -0.3529 0.2214
H -0.728226 -0.727174 -1.426240 0.6510 -1.5158 0.0318 0.2235
H 1.002561 -1.076566 -1.677552 -0.3491 -0.3540 0.2620 0.2471
H -1.231876 -3.004248 -2.496039 1.7825 0.2587 0.6765 0.0931
O 0.643188 6.488913 -0.232244 0.2412 -2.9375 -0.6647 -0.9357
H -0.209304 5.995182 -0.347677 0.8308 0.9411 0.2187 0.4669
H 1.271550 5.707996 -0.414085 -1.0734 1.9489 0.4375 0.4690
O 0.884877 2.126513 -0.010256 0.1423 0.6224 0.0406 -0.9645
H 0.528766 1.236077 0.079403 0.2500 -0.1738 0.5048 0.4883
H 1.269140 2.385931 0.844206 -0.3157 -0.5075 -0.4434 0.4718
```
Positions in Å, forces in eV/Å.

Results
E   -440.60880 Ha
SMILES string   CNCCC=O.O.O
HOMO level   -9.98 eV

No. 2
A cluster of 3 separate species, C18H24O3 in total in a non-equilibrium geometry. Source: OMol25; level of theory: ωB97M-V with the def2-TZVPD basis set.

The geometry in XYZ format:
```
45
Properties=species:S:1:pos:R:3:forces:R:3:nbo_charge:R:1
C 3.866232 0.051680 -0.821189 0.1640 -0.1123 0.2606 -0.6205
C 4.209782 -1.291342 -1.478973 0.1083 -0.0085 -0.3625 -0.2141
C 4.971879 -1.043657 -2.791014 -0.3240 0.1345 0.1192 -0.5981
C 2.973309 -2.157845 -1.797756 0.1959 -0.1979 0.0935 -0.4706
C 1.862195 -2.162686 -0.745416 -0.0449 -0.3664 0.3870 0.3770
O 1.757995 -3.399340 -0.065550 0.1164 0.2317 -0.0599 -0.7065
O 0.571364 -2.021476 -1.343447 0.2324 0.0482 -0.1623 -0.5409
C 0.301607 -0.768790 -1.792128 -0.3063 0.3408 -0.9240 0.6489
O 0.349668 -0.449403 -2.949152 0.0008 -0.3170 0.7632 -0.5243
H 3.774676 -0.034415 0.266416 -0.0712 0.0098 -0.1027 0.2082
H 4.661040 0.779232 -1.008906 -0.1237 -0.0329 -0.0120 0.2175
H 2.923993 0.457962 -1.197831 0.1011 0.0694 -0.1199 0.2046
H 4.883307 -1.860776 -0.826097 -0.1352 0.1196 0.0994 0.1908
H 5.136851 -1.973025 -3.339878 0.0920 0.0404 0.0377 0.2099
H 5.926156 -0.547497 -2.603207 0.0061 -0.1135 -0.0295 0.2079
H 4.373558 -0.379398 -3.426258 0.0838 -0.0984 -0.0008 0.2060
H 3.290428 -3.201578 -1.896556 -0.0618 0.1047 -0.1421 0.2299
H 2.567139 -1.869039 -2.772220 -0.0829 0.1281 0.1837 0.2360
H 1.997277 -1.376310 0.007319 -0.0805 0.1366 -0.1458 0.1527
H 2.465368 -3.427391 0.589378 -0.0808 -0.0533 -0.0386 0.4728
H -0.054002 -0.076509 -1.015504 0.2128 -0.0292 0.1638 0.1149
C 0.358510 -1.423655 3.227603 0.0260 0.0319 -0.0173 -0.2187
C 0.304068 -0.331639 4.083547 0.0039 -0.0034 0.0011 -0.2105
C -0.413938 0.799936 3.721544 0.0039 -0.0150 0.0067 -0.2180
C -1.078184 0.839199 2.503503 -0.0112 0.0491 -0.0153 -0.2210
C -1.018812 -0.251372 1.647174 0.0001 0.0132 0.0184 -0.1731
C -0.299680 -1.383657 2.005685 -0.0058 -0.0674 -0.0415 -0.2444
H 0.912763 -2.308828 3.513201 -0.0007 -0.0082 0.0056 0.2112
H 0.819466 -0.363362 5.034853 -0.0011 -0.0013 0.0069 0.2128
H -0.458763 1.650002 4.389843 0.0022 0.0047 0.0028 0.2139
H -1.643205 1.718721 2.220741 -0.0033 0.0006 -0.0061 0.2173
H -1.540375 -0.219692 0.698641 -0.0510 -0.0140 0.0133 0.1954
H -0.252714 -2.233096 1.335202 -0.0019 0.0004 0.0034 0.2333
C -3.981052 1.581439 -0.773150 0.0153 -0.0044 0.0169 -0.2153
C -4.426376 2.609494 -1.592196 0.0046 0.0065 -0.0080 -0.2101
C -5.319565 3.550396 -1.099233 -0.0019 -0.0003 0.0044 -0.2113
C -5.767738 3.463031 0.211646 0.0039 0.0032 -0.0008 -0.2155
C -5.323722 2.433846 1.030063 0.0028 0.0091 0.0027 -0.2025
C -4.430058 1.493012 0.537512 0.0353 -0.0291 0.0081 -0.2231
H -3.284298 0.847530 -1.159033 -0.0100 -0.0089 -0.0141 0.2099
H -4.078225 2.676306 -2.614718 0.0065 0.0002 -0.0028 0.2152
H -5.667116 4.352385 -1.737451 -0.0018 0.0042 -0.0035 0.2130
H -6.463575 4.197769 0.595578 -0.0062 0.0014 0.0005 0.2126
H -5.674154 2.364185 2.051748 -0.0020 -0.0019 0.0048 0.2117
H -4.083079 0.689654 1.175666 -0.0099 -0.0054 0.0056 0.2150
```
Positions in Å, forces in eV/Å.

Results
E   -925.97606 Ha
SMILES string   CC(C)C[C@H](O)OC=O.c1ccccc1.c1ccccc1
HOMO level   -9.45 eV

No. 3
A cluster of 2 separate species, C5H13N2S in total in a non-equilibrium geometry. Source: OMol25; level of theory: ωB97M-V with the def2-TZVPD basis set.

The geometry in XYZ format:
```
21
Properties=species:S:1:pos:R:3:forces:R:3:nbo_charge:R:1
C -2.002535 -1.100965 1.299318 -0.0477 2.8236 0.4737 0.2883
C -1.431076 0.107568 2.034248 0.9750 -0.2382 -0.1816 -0.6938
C -0.730601 -3.196920 -1.465045 0.6308 1.7552 -0.1346 -0.6996
C -0.801305 -2.897110 0.006539 -2.1063 0.2480 0.8508 0.2757
C 1.972543 2.843814 -0.049161 1.7953 -2.0536 -0.3020 -0.2765
N 2.450053 3.670802 -1.046724 0.2870 0.6827 -2.7099 -0.7913
N -1.367131 -1.870352 0.558253 1.3819 -3.0617 -1.1693 -0.2892
S 0.610019 1.548799 -0.560789 0.1805 0.9257 0.5630 -0.2131
H -3.099711 -1.103240 1.318453 0.2070 -0.9473 0.1692 0.2394
H -1.990864 1.026211 1.800871 -0.0529 -0.4882 0.0249 0.2701
H -1.526253 -0.086953 3.118657 -0.1829 0.0092 -0.4017 0.2701
H -0.353507 0.306978 1.823727 -0.8845 -0.4251 -0.0123 0.2676
H -1.554182 -2.942614 -2.164970 0.2375 0.5758 1.0696 0.2765
H 0.159757 -2.562202 -1.695676 -0.3325 -0.6506 -0.7011 0.2739
H -0.546461 -4.227133 -1.685415 0.6028 -0.5981 0.4163 0.2650
H -0.396428 -3.699030 0.681102 -0.4398 1.0230 -0.3442 0.2488
H 1.289478 1.052561 -1.619045 0.0644 0.2803 0.3545 0.1331
H 1.981212 3.415414 0.864034 -1.6511 -0.1318 0.5689 0.2370
H 2.836052 2.207591 0.108255 -0.1441 -0.6880 0.4230 0.2013
H 2.707606 3.185745 -1.917820 0.2881 -0.0958 0.8380 0.3566
H 1.793333 4.321036 -1.408812 -0.8084 1.0551 0.2049 0.3602
```
Positions in Å, forces in eV/Å.

Results
Charge   +1
E   -705.67055 Ha
HOMO level   -11.92 eV